The following is a DFT calculation (ωB97M-V with the def2-TZVPD basis set) of the molecule C6H7NO in a non-equilibrium geometry.

XYZ file:
```
15
Properties=species:S:1:pos:R:3:lowdin_charge:R:1
C -0.42 -0.33 -0.59 0.05
C 0.82 -0.61 -0.14 -0.26
C -0.90 0.90 0.13 -0.40
C 1.20 0.44 0.79 -0.36
C 1.85 -1.58 -0.38 -0.05
C -2.32 1.34 0.02 -0.03
N -0.04 1.36 0.91 0.16
O 2.21 0.56 1.40 0.16
H -0.96 -0.83 -1.50 0.15
H 2.11 -2.15 0.59 0.13
H 2.78 -1.10 -0.48 0.07
H 1.64 -2.42 -1.08 0.10
H -2.74 0.96 -0.85 0.03
H -2.35 2.48 0.15 0.11
H -2.87 0.99 1.03 0.14
```

* strongest force on any atom: 0.0976 hartree/bohr
* charge: 0
* E_HOMO: -9.66 eV
* energy relative to the best compared isomer or geometry (same formula, charge and spin): 30.3 kcal/mol
* SMILES string: CC1=CC(C)=NC1=O